1.
A structure of composition C29H38Cl3GaN4O2SSbTe. Source: the OMol25 dataset; level of theory: the ωB97M-V functional and the def2-TZVPD basis.

Geometry as ORCA input:
```
! wB97M-V def2-TZVPD RIJCOSX def2/J DEFGRID3
* xyz 3 1
H -6.65114 3.72467 -0.67469
H -2.87519 -3.65580 -1.02672
C 3.18775 -2.76751 2.09434
C -3.37093 2.98105 -0.51311
C -4.50305 1.29002 -1.61361
H -0.68821 0.50256 -6.21916
H -1.97914 -2.85439 0.26993
H 0.47296 3.78974 0.88230
C 3.98682 -0.09125 3.63627
H -3.65188 -0.03130 -3.08581
N 2.22698 -0.99326 -1.04300
H 0.07381 4.23710 -3.94015
H -3.85159 2.01115 -4.66420
C 3.41131 -4.93708 3.83045
H 6.18668 -0.07579 3.88374
C -5.70144 1.96235 -1.45580
C 4.42031 -3.12925 2.62468
C 2.69472 0.25838 -1.35252
C 2.16776 -4.61621 3.30474
H 2.90875 0.87217 2.06216
C -2.90552 -2.84090 -0.29883
H -3.20741 3.65614 -4.43534
H -5.38359 -0.19841 -2.86518
C 4.53978 -4.20447 3.48833
Ga -1.39264 0.96769 -1.47499
S 3.41416 -1.04956 5.95846
C -3.04218 -1.55014 -1.03302
H -5.02049 -1.76603 -1.23248
C -4.52889 3.70938 -0.32651
H -4.49193 4.66462 0.17803
C 3.02600 -1.57918 1.17952
H 2.41160 -2.95705 -0.39979
C 5.22235 -0.30391 4.31609
N -3.34733 1.79351 -1.13610
C -5.72066 3.18731 -0.80298
Cl 3.54425 -6.26321 4.91746
H 0.30549 3.30090 2.58546
N -4.23217 -1.17174 -1.45075
N 0.49812 0.15394 -1.74323
H -2.84371 2.75187 -5.92078
H 4.66855 1.11896 2.02174
Cl 1.26017 -0.39417 4.01722
C -3.00494 2.66944 -4.84684
C -0.73400 0.19691 -5.17525
Te -0.41915 1.26051 1.07531
Cl 0.50123 -3.15398 1.76927
C 2.95089 -2.02026 -0.28515
H -1.48243 -0.58439 -5.05923
C 2.93869 -0.44599 4.43333
H 1.23370 2.91063 -4.23549
C -4.44812 -0.03196 -2.33642
C 1.61664 0.97157 -1.78169
C 3.88297 0.39363 2.22838
C -2.12676 0.93620 2.29400
H 5.29346 -2.54524 2.36723
H -1.85540 1.24189 3.30258
C -0.17392 3.30579 1.60910
H 1.29297 -5.19433 3.56469
C 0.25127 3.30871 -4.47703
O 4.06490 -0.62911 1.24192
H 0.19251 3.49114 -5.54915
H -3.75353 -3.01608 0.36238
C 5.06190 -0.81377 5.56419
H 0.30024 -1.87913 -1.08247
C 2.08667 -3.53977 2.44407
H -2.34943 -0.12808 2.28901
H 1.57810 1.99421 -2.11884
H -2.97171 1.51666 1.93385
O -2.00429 -0.86259 -1.28779
H 3.95396 -2.13181 -0.69309
H 3.73202 0.52175 -1.23881
H 2.07535 -1.09149 1.43352
Sb -1.23165 1.88110 -4.00100
H 5.82445 -1.05220 6.28824
C 0.91586 -1.01725 -1.27654
H 0.23767 -0.17589 -4.85788
H 5.50117 -4.47668 3.90047
H -1.13968 3.79949 1.66676
H -6.61468 1.53315 -1.84629
H -2.41614 3.35443 -0.16154
*
```

Results
electronic energy	-155331.892	eV
energy relative to the best compared isomer or geometry (same formula, charge and spin)	0.000	eV
lowest unoccupied orbital energy	-0.310	hartree

---

2.
A structure of composition C29H38N2NdO2P3 at a distorted geometry. Source: the OMol25 dataset; level of theory: the ωB97M-V functional and the def2-TZVPD basis.

Geometry as ORCA input:
```
! wB97M-V def2-TZVPD RIJCOSX def2/J DEFGRID3
* xyz 2 4
C 1.09408 -1.19233 -2.20208
H -0.51942 4.96152 -1.25876
H -3.77213 1.76167 0.88270
C -3.72070 -1.08499 3.82935
H 2.39654 2.10536 3.64912
H -2.51332 1.82266 -3.13206
H 2.17582 -2.67717 1.78241
H -0.94897 3.86282 2.95032
C 2.60511 -1.56924 4.88154
H 1.39838 -3.07362 0.19824
C 1.31208 0.27404 3.99034
C -1.30141 4.59178 4.93678
H -0.41075 -1.45967 1.85593
P -0.20936 0.98408 3.34289
O 0.17836 4.48621 -1.73819
Nd 0.35791 1.66666 -0.46741
H -4.78425 0.82185 -0.27196
H -1.50238 5.60113 4.59740
C 2.32244 -0.79744 -1.46512
H -1.18519 2.77356 7.79409
H 2.56073 0.72685 -1.81492
H 4.64765 -1.36663 0.41249
C 3.72361 -0.74086 4.97731
C 1.11669 -2.22589 -3.15328
N -0.08680 -0.60763 -1.79484
H -1.66603 5.09612 7.01553
H -2.26473 -2.54539 -3.46732
H -2.94531 -1.48101 -0.92937
H 4.64942 -1.12061 5.41207
H 4.42242 0.40592 0.19115
C -1.48663 -0.26724 3.28130
C -1.28370 -2.21221 -3.11093
C 2.25806 -2.58389 0.68652
C -1.31403 -1.38709 2.45144
H 0.51010 -1.70582 4.33850
C -1.11814 3.01368 6.73471
H 3.21997 -3.02562 0.35678
C -1.23774 -1.19689 -2.17514
H -0.54638 1.01722 6.19640
H -0.12226 -3.44910 -4.40960
H 2.86444 2.25151 -2.39918
C -3.12125 1.92589 -2.22118
C -3.49825 -2.23740 3.05931
N 0.10809 1.32164 1.71844
H -2.94375 0.84389 4.44006
C 3.65115 0.58365 4.54588
H -3.11490 2.97881 -1.90786
H -2.13040 -3.26498 1.72898
C -1.38696 4.31192 6.29842
C 2.45350 1.08818 4.03625
H -3.23865 -0.67714 -2.51235
H 4.10922 -0.35055 1.78335
H -3.74738 -0.00392 0.95687
C -2.73346 -0.08572 3.90592
H 2.06607 -2.70260 -3.42218
C -2.54341 -0.75596 -1.65588
H 0.91516 5.09544 -1.66149
H 4.52455 1.23117 4.62176
O 2.21800 1.68815 -2.00534
C -0.97822 3.60576 4.00325
C -2.29940 -2.37190 2.34173
H -4.66767 -0.97250 4.38648
H 0.07145 2.34726 1.71199
H 3.24471 -1.24618 -1.84491
C 4.04759 -0.49084 0.69890
C -0.76932 2.01816 5.82329
C -0.08694 -2.70144 -3.62662
H -4.24650 -3.03994 3.04449
C -0.70145 2.30742 4.44151
H -4.15603 1.59521 -2.39926
C 1.39161 -1.06376 4.40090
P 2.27244 -0.76871 0.33902
P -2.43477 0.92497 -0.85051
H 2.65889 -2.61253 5.20053
C -3.83529 0.84956 0.28039
*
```

Results
electronic energy	-80896.214	eV
lowest unoccupied orbital energy (alpha / beta)	-0.224 / -0.217	hartree

---

3.
A structure of composition C29H38N4O2P2Pb at a distorted geometry. Source: the OMol25 dataset; level of theory: the ωB97M-V functional and the def2-TZVPD basis.

Geometry as ORCA input:
```
! wB97M-V def2-TZVPD RIJCOSX def2/J DEFGRID3
* xyz 2 1
H 0.36281 0.22611 -5.75830
H 0.38688 0.25745 -0.58132
H -0.36840 -4.02043 3.27534
O -2.59118 -1.00700 1.71541
C -1.91990 -0.58723 -3.49831
H -3.88368 -0.05880 -0.00713
N -0.04604 -0.79989 2.56650
H -1.73254 2.54733 4.48474
H 1.88035 -4.33660 -2.74650
C -0.08377 -3.02666 3.00165
H -2.75897 -1.05653 -3.00666
H -3.74408 5.17379 -3.14889
Pb 0.86796 -2.86820 -0.67345
H 0.22331 1.88194 -3.61817
H -1.34385 6.03295 -2.21747
H -0.58512 2.86693 6.93327
H -3.86099 2.48099 -2.64059
H 3.02895 -3.62837 -3.83630
C 2.54377 -3.46575 -2.86342
O -1.90450 1.00849 2.58771
H 0.58665 1.92545 -1.05099
H 3.40835 0.53005 -2.16867
C 1.61417 -2.25261 -2.72682
C 1.04017 1.59776 6.04904
H -3.04825 -1.44125 -0.68729
C 3.90980 -0.74582 -0.54231
H -4.45517 1.31960 2.49217
C -1.73454 5.02966 -2.17450
C -0.70801 -1.83090 3.26876
H 3.00207 -4.04562 0.28670
H 1.30710 -0.21040 -2.39922
H 4.47047 -2.89858 -2.06153
H 1.67350 -0.70291 1.36820
H -4.15941 -0.54287 -1.70907
C -0.35420 0.99328 -3.80520
C 3.11876 -3.14420 -0.36142
H 0.70933 -2.22191 -3.36745
C -1.08119 3.92362 -1.62920
C -2.99371 4.58165 -2.66002
H -4.80832 -0.38487 2.91881
C -0.20880 2.30801 6.08649
H -1.49684 -1.65949 3.97636
N -1.94137 2.81526 -1.73028
C -3.09995 3.21781 -2.41246
H 1.74780 1.50443 6.85425
N -1.33029 0.53139 -2.90002
H 3.95861 -4.55982 -1.65727
C 3.35373 -1.88423 0.22368
C -0.07063 1.26142 -0.45615
C -0.79933 2.16565 4.85450
C 1.17787 1.03725 4.80659
P -0.30340 0.83368 2.47713
C -4.08241 0.42821 3.01672
H 1.27200 1.94194 1.14374
C 3.62015 -3.51797 -1.75237
C -3.40114 -0.39443 -0.92955
H -0.08770 3.83983 -1.19799
H -1.59285 -1.66522 -5.40022
C 1.04960 -2.74929 2.18660
H 1.94076 0.43009 4.35572
H -0.26939 2.76125 1.16504
H 5.01212 -0.84992 -0.60047
N 0.05146 1.38022 4.02459
C -1.32295 -0.85678 -4.71288
H 4.09952 -1.00185 -2.67902
C 2.02447 -1.01291 -2.25668
C 0.18907 1.77847 1.01927
C -2.82804 -0.01863 2.38605
H 1.78420 -3.47657 1.89691
C 3.36988 -0.55499 -1.98030
C -0.32961 0.15141 -4.92571
P -1.80177 1.05603 -1.22258
H 3.75497 0.19742 0.01609
H 3.46078 -1.81280 1.32100
C 1.03698 -1.37835 1.91774
H -3.90607 0.65381 4.07735
*
```

Results
electronic energy	-64548.477	eV
energy relative to the best compared isomer or geometry (same formula, charge and spin)	1.456	eV
lowest unoccupied orbital energy (alpha / beta)	-0.225 / -0.243	hartree

---

4.
A cluster of 2 separate species, C29H39BO3S in total at a distorted geometry. Source: the OMol25 dataset; level of theory: the ωB97M-V functional and the def2-TZVPD basis.

Geometry as ORCA input:
```
! wB97M-V def2-TZVPD RIJCOSX def2/J DEFGRID3
* xyz 0 1
C 1.40528 -4.83962 0.10125
C -1.30404 -0.87526 -0.93574
C -3.70261 4.27337 0.41743
C 2.32191 2.47778 -1.58117
C 1.84397 1.15557 -3.52583
C -2.79167 1.76837 1.28175
H -6.34183 5.06336 0.35203
B 1.29004 -1.53559 -0.71964
H 4.44693 -1.70809 1.49605
H 3.22190 3.33268 -4.62396
H 4.44524 2.21839 -4.01166
H 1.60786 1.27527 1.28433
C 2.09969 -3.59127 -0.42102
H 3.91713 -4.63057 -0.97762
H -5.81740 6.67762 -0.21215
C -3.24156 -0.65437 1.88993
C 0.95716 0.35902 -2.80066
H 4.09146 3.70251 -3.11111
H 2.18431 -3.60513 2.51352
C -2.47207 0.50756 1.89990
C -3.77830 1.86758 0.26479
C -2.79435 -1.63165 2.82389
H 0.04147 -0.10459 0.54617
O -4.28494 5.49821 0.32607
C 3.16190 -3.98325 -1.44217
C 4.16723 -2.56987 0.88301
C -2.17708 2.95555 1.74611
C 0.04586 -0.40405 -0.50996
C 1.42642 1.71950 -0.82924
H 2.85481 3.30296 -1.10131
H -1.99263 -0.03057 -1.09123
H 0.55330 -4.59770 0.74895
H -4.12383 -0.75223 1.25647
C 2.58693 2.17427 -2.92254
C -2.59678 4.18923 1.30305
H -1.49120 -2.93570 4.81021
H -1.29573 -1.38060 5.66017
H 3.65913 -3.10416 -1.87337
H 2.09912 -5.48532 0.65388
C 0.77395 0.59639 -1.40531
H 0.00620 -2.00191 4.62444
O 1.08126 -2.82073 -1.11549
H -2.15315 5.11033 1.67255
H 4.47157 -3.47896 1.41053
H 0.53751 -1.73948 -3.21096
H -3.27679 -2.59440 2.97648
H 0.15262 2.21265 0.85011
C 3.64049 2.90164 -3.70604
C 0.26700 -0.73668 -3.56767
H -4.21717 0.94943 -0.13685
H 1.74567 2.98868 0.85923
H 4.70524 -2.50131 -0.06814
H -5.60113 5.25451 -1.28765
H 2.24171 -1.83779 2.65952
C 1.21612 2.06021 0.61944
H -1.24713 -1.45510 -1.85889
H 1.03152 -5.42131 -0.75005
H 0.56255 -0.68207 -4.62310
C 2.67025 -2.56798 0.66454
O 2.38080 -1.27513 0.08181
H -1.74300 -1.51887 -0.16730
H 0.84371 -2.59866 1.88035
C -1.68471 -1.23149 3.55710
H -4.99066 3.15607 -0.96577
H -1.39820 2.90656 2.50771
H -0.82532 -0.63198 -3.55834
S -1.14845 0.32626 3.04589
C 1.93540 -2.66477 2.00476
H 2.69340 -4.54335 -2.25856
C -1.08384 -1.92213 4.72465
C -4.21801 3.09953 -0.19034
C -5.60261 5.61020 -0.24900
H 2.01014 0.95241 -4.58827
*
```

Results
SMILES	Cc1cc(C)c([C@@H](C)B2OC(C)(C)C(C)(C)O2)c(C)c1.COc1ccc(-c2ccc(C)s2)cc1
electronic energy	-48362.182	eV
energy relative to the best compared isomer or geometry (same formula, charge and spin)	0.000	eV
lowest unoccupied orbital energy	0.020	hartree

---

5.
The ion C29H39N3 with charge +2 at a distorted geometry. Source: the OMol25 dataset; level of theory: the ωB97M-V functional and the def2-TZVPD basis.

Geometry as ORCA input:
```
! wB97M-V def2-TZVPD RIJCOSX def2/J DEFGRID3
* xyz 2 1
H -2.30789 -2.05815 -1.96039
H 0.50418 2.53523 7.38881
H 0.75476 0.88873 -0.60378
C -1.78920 -2.61197 -1.17785
C -0.14317 0.02343 -2.32464
H 0.05983 -5.62967 -4.30034
H -1.04329 -2.74892 1.77256
N 0.16523 0.42984 4.32221
H -1.72874 -4.39140 -7.36752
C 0.08758 -0.58942 3.45936
H 1.43101 3.13395 -0.30682
C 0.34753 2.43599 -2.05054
H -0.64547 0.27803 -3.24864
C -1.30821 -4.98160 -6.54506
C 0.21925 -3.71159 -3.29336
N 0.69439 -0.22512 2.31544
H 1.75854 -0.06902 6.37889
C -1.07617 -1.93891 -4.28909
C 0.49495 5.11540 -2.92456
C -0.19825 -2.36705 -3.28271
H 0.55823 0.06404 7.66962
H -2.04048 -2.39616 -6.15671
H 1.69703 1.60136 1.68792
H 2.65215 3.00705 8.43671
C -0.96894 -4.09691 -5.38439
H -2.79635 -3.58733 0.45269
C 0.90793 0.53132 6.73459
H 0.94206 2.44171 4.18240
H -0.88473 -0.20654 0.07352
C -0.21773 2.83070 -3.29486
C -0.26231 0.41839 5.72845
H 0.12763 -2.82285 -0.68865
C 1.37184 1.94659 7.05803
H -3.43092 -1.97509 0.07626
H 3.39278 1.55219 7.75873
C -0.12688 4.14966 -3.72377
H -1.54777 -0.95873 -4.24024
H -0.42000 -5.51120 -6.91162
H 1.28368 -1.50670 -1.96163
C -1.54922 -1.96978 1.17455
H -2.03596 -1.29584 1.88383
C 0.33582 1.05769 -1.59819
H 1.60704 6.88082 -3.40688
C 0.82424 -1.07040 1.11037
C 0.18769 -1.43639 -2.11320
H -2.04644 -5.74928 -6.27758
H 0.06776 7.18681 -2.60490
H -0.70702 2.09226 -3.92974
C 2.45689 1.97619 8.13527
C -0.20248 -4.57173 -4.31303
H 1.16576 -2.08295 1.41203
H 1.56027 5.49189 -1.09339
H 0.85255 -4.11463 -2.49333
H 1.74680 2.42606 6.14474
C 0.79710 1.49825 3.69025
H -0.55017 4.43050 -4.68805
H 1.59414 -0.63798 0.45247
H -0.95553 1.25362 5.89969
H -0.78932 -0.52539 5.91325
N -0.42806 -1.99664 -0.93563
C -2.51406 -2.57102 0.16185
C 1.05963 4.73852 -1.70081
H -0.35879 -1.55827 3.66591
C 1.14729 1.08501 2.45706
H 0.08950 6.69801 -4.31207
C 0.56575 6.54511 -3.34160
C 0.98246 3.42793 -1.25958
C -0.52052 -1.19870 0.36978
H -1.64372 -3.64260 -1.53220
H 2.15652 1.41314 9.02423
C -1.41001 -2.77943 -5.35410
*
```

Results
SMILES	CCCCn1cc[n+](C[C@@H]2CCC[N@H+]2[C@H](/C=C/c2ccc(C)cc2)c2ccc(C)cc2)c1
electronic energy	-35161.498	eV
lowest unoccupied orbital energy	-0.200	hartree

---

6.
A structure of composition C29H39N4PtS2Sb at a distorted geometry. Source: the OMol25 dataset; level of theory: the ωB97M-V functional and the def2-TZVPD basis.

Geometry as ORCA input:
```
! wB97M-V def2-TZVPD RIJCOSX def2/J DEFGRID3
* xyz 2 5
C 3.56404 -4.99252 2.82092
S 2.19236 -0.34790 -0.91302
C -5.00811 -2.51945 -0.48685
H 1.96862 1.99395 3.13055
H 5.14572 3.42965 -1.32123
C 2.21674 -0.10327 2.97875
H 0.29183 0.07122 -4.85274
C 2.57299 -4.79457 1.89079
H 3.58439 -1.93844 4.30074
C -5.52584 -1.71550 0.50769
H 0.41602 -1.21101 4.55266
C -4.71972 -0.83135 1.24147
H 4.71263 -4.10611 4.40406
H -0.46810 3.04346 -4.64682
C 2.58672 3.22793 0.89725
H 0.47848 1.09457 3.37384
C -0.41536 -0.58787 -4.35176
H 2.12749 3.81993 1.67834
H -0.57777 -0.87576 3.11197
C -0.14248 2.38669 1.40164
C 1.93513 -3.54026 1.78995
H 1.07829 2.18244 -4.58427
C -2.83189 -1.53995 0.00342
C 1.38279 1.14566 2.76865
C -3.64243 -2.41815 -0.72772
S 0.92447 -3.25083 0.44568
H 4.29390 1.17054 -1.87682
H -1.04671 1.88382 1.74093
C -3.36604 -0.72907 1.00114
C -2.64511 2.59106 -1.73043
C 2.72403 1.22485 -0.41614
H -2.63133 3.13951 -2.67530
C 3.82640 1.76343 -1.10100
C 3.67348 3.75590 0.21145
H -5.64335 -3.19378 -1.04573
N 1.47281 -1.32609 2.70208
H -0.31677 2.81204 0.41723
H 0.07117 3.20376 2.09483
C -1.55043 -2.55136 -1.42318
H 4.05880 -5.95129 2.89051
H 3.08245 -0.07886 2.31288
C 4.29658 3.02147 -0.79054
H 4.03862 4.73997 0.47266
C 0.51146 3.01461 -4.16810
N -2.78760 -3.03562 -1.62392
N 0.97609 1.41215 1.35169
C 0.41470 2.92792 -2.64993
H -2.47275 3.30280 -0.92261
H -2.72528 -0.05281 1.55620
H -0.07562 -2.52475 3.47917
H -2.29464 -0.46906 -3.26954
H 2.29326 -5.58015 1.20215
C -3.96280 1.85457 -1.54348
N -1.52928 -1.65103 -0.46393
H -0.85647 -1.23020 -5.11544
H -4.78829 2.56436 -1.61944
H -0.03932 3.82940 -2.23498
H -4.11999 1.09179 -2.30773
H -0.68761 -2.87259 -1.98391
H 1.40035 2.79648 -2.20471
C 3.29798 -2.71643 3.60692
H -1.98582 0.92390 -4.30866
Sb -0.87875 1.32710 -1.91151
C 0.24016 -1.48536 3.50565
H -4.02709 1.37816 -0.56592
Pt 0.17515 -0.52450 0.29991
C 3.93694 -3.94736 3.66677
H -5.17825 -0.21777 2.00534
H -3.04111 -3.74275 -2.29509
H 2.57859 -0.07309 4.01355
C 2.10242 1.96293 0.60163
H 0.14413 -1.21942 -3.65776
C -1.51493 0.19575 -3.64674
C 2.25715 -2.50651 2.71416
H 1.03392 3.93310 -4.44120
H -6.58221 -1.76411 0.73293
*
```

Results
electronic energy	-68105.107	eV
energy relative to the best compared isomer or geometry (same formula, charge and spin)	0.649	eV
lowest unoccupied orbital energy (alpha / beta)	-0.162 / -0.299	hartree

---

What is the formula in the third record? C29H38N4O2P2Pb